No. 1
Computed, not measured: 2 unconnected molecules or ions with the total composition C16H20ClSi, with wB97M-V/def2-TZVPD.

The orbital gap is 4.6 eV.

```
! wB97M-V def2-TZVPD RIJCOSX def2/J DEFGRID3
* xyz 1 1
C 1.73 3.12 0.73
Si 0.16 2.93 1.70
C -0.08 2.58 3.52
Cl -1.13 4.42 1.14
H -1.23 0.23 0.52
H 2.31 2.21 0.91
H 1.48 3.17 -0.35
H 2.28 4.03 1.03
H 0.48 1.66 3.72
H 0.27 3.43 4.14
H -1.15 2.38 3.72
C 3.11 -3.97 1.29
C 1.98 -3.13 0.78
C 0.75 -3.23 1.40
C -0.27 -2.36 1.08
C -0.14 -1.46 0.02
C -1.35 -0.59 -0.20
C -1.72 0.06 -1.51
C -2.98 0.69 -1.53
C -3.45 1.37 -2.65
C -2.59 1.56 -3.74
C -1.31 0.99 -3.71
C -0.87 0.27 -2.59
C 1.14 -1.27 -0.52
C 2.15 -2.18 -0.22
H 3.99 -3.89 0.62
H 3.43 -3.70 2.31
H 2.79 -5.02 1.32
H 0.61 -3.94 2.21
H -1.21 -2.43 1.62
H -2.24 -1.13 0.16
H -3.65 0.63 -0.67
H -4.43 1.84 -2.65
H -2.86 2.25 -4.54
H -0.62 1.18 -4.53
H 0.14 -0.13 -2.60
H 1.37 -0.46 -1.21
H 3.14 -2.12 -0.70
*
```

natural (NBO) atomic charge list, values in e, 8 entries: number 1, C, carries -1.176; number 2, Si, carries 1.805; number 3, C, carries -1.176; number 4, Cl, carries -0.272; number 5, H, carries 0.167; number 6, H, carries 0.281; number 7, H, carries 0.301; number 8, H, carries 0.315

=====

No. 2
Computed, not measured: 2 unconnected molecules or ions with the total composition C16H20F4N3O5, with wB97M-V/def2-TZVPD.

The orbital gap is 1.7 eV.

```
! wB97M-V def2-TZVPD RIJCOSX def2/J DEFGRID3
* xyz -1 1
C 3.56 -2.03 3.11
C 2.86 -1.50 1.69
C 3.08 0.13 1.54
C 3.18 0.48 -0.05
C 2.56 1.95 -0.42
C 2.82 2.46 -1.96
C 4.39 3.03 -2.01
F 2.79 1.35 -2.98
N 1.11 1.95 0.02
C 0.27 0.91 -0.70
O -0.02 -0.25 0.14
C -0.75 -1.30 -0.58
F -1.84 -1.78 0.36
F 0.05 -2.50 -0.92
F -1.43 -0.86 -1.82
C 1.06 1.64 1.50
N -0.09 2.07 2.17
N 2.12 0.98 2.34
H 3.30 -1.34 4.02
H 3.16 -3.13 3.34
H 4.74 -2.08 3.03
H 1.75 -1.85 1.60
H 3.53 -1.99 0.84
H 4.17 0.35 2.00
H 4.34 0.53 -0.33
H 2.75 -0.38 -0.76
H 3.12 2.73 0.29
H 2.14 3.38 -2.28
H 5.04 2.08 -2.30
H 4.78 3.38 -0.96
H 4.56 3.81 -2.87
H 0.72 0.52 -1.71
H -0.75 1.46 -0.98
H -1.00 1.55 2.09
H -0.13 2.98 2.72
H 1.64 0.32 3.03
C -7.48 -1.34 -1.15
C -6.94 -0.64 -0.14
C -5.44 -0.86 0.01
O -4.72 -0.27 0.83
C -4.78 -1.86 -0.87
C -5.33 -2.57 -1.87
C -6.81 -2.27 -2.09
O -7.49 -2.75 -3.00
O -4.77 -3.43 -2.62
O -7.52 0.16 0.66
H -8.55 -1.24 -1.34
H -3.73 -2.01 -0.64
*
```

natural (NBO) atomic charge list, values in e, 8 entries: number 1, C, carries -0.641; number 2, C, carries -0.426; number 3, C, carries -0.054; number 4, C, carries -0.454; number 5, C, carries -0.081; number 6, C, carries 0.194; number 7, C, carries -0.669; number 8, F, carries -0.397

=====

No. 3
Computed, not measured: a molecular structure, C16H20HgN4, with wB97M-V/def2-TZVPD.

The value obtained for the energy relative to the best compared isomer or geometry (same formula, charge and spin) is 31.4 kcal/mol. The orbital gap is 5.9 eV.

```
! wB97M-V def2-TZVPD RIJCOSX def2/J DEFGRID3
* xyz 2 1
Hg -0.14 -0.10 -0.08
N -2.59 1.07 -0.80
C -2.44 1.99 0.19
C -1.40 2.76 -0.16
C -0.98 2.47 -1.47
C -1.74 1.27 -1.86
H -3.43 0.41 -0.83
H -3.18 2.08 1.01
H -1.03 3.60 0.40
H -0.30 3.04 -2.13
H -1.82 0.76 -2.82
N 0.44 -0.92 -2.38
C -0.77 -1.67 -2.46
C -0.67 -2.64 -1.27
C 0.70 -2.53 -0.82
C 1.35 -1.61 -1.54
H 0.68 -0.30 -3.17
H -1.49 -1.52 -3.26
H -1.41 -3.38 -0.84
H 1.06 -3.25 -0.07
H 2.40 -1.39 -1.71
N 1.88 1.84 -0.48
C 2.87 0.89 -0.75
C 3.12 0.16 0.58
C 2.45 0.97 1.53
C 1.73 1.98 0.93
H 1.59 2.59 -1.05
H 3.25 0.87 -1.72
H 3.88 -0.55 0.81
H 2.47 0.90 2.60
H 1.25 2.90 1.32
N -0.41 -0.22 2.50
C 0.39 -1.35 2.42
C -0.41 -2.41 2.01
C -1.63 -1.85 1.65
C -1.67 -0.46 2.15
H -0.14 0.59 3.17
H 1.41 -1.39 2.76
H -0.23 -3.48 1.92
H -2.55 -2.41 1.34
H -2.48 0.26 2.38
*
```

natural (NBO) atomic charge list, values in e, 8 entries: number 1, Hg, carries 1.515; number 2, N, carries -0.543; number 3, C, carries -0.054; number 4, C, carries -0.340; number 5, C, carries -0.274; number 6, C, carries -0.156; number 7, H, carries 0.457; number 8, H, carries 0.257

=====

No. 4
Computed, not measured: a molecular structure, C16H20IrN3O9S2, with wB97M-V/def2-TZVPD.

The value obtained for the energy relative to the best compared isomer or geometry (same formula, charge and spin) is 26.9 kcal/mol. The orbital gap is 8.0 eV.

```
! wB97M-V def2-TZVPD RIJCOSX def2/J DEFGRID3
* xyz 0 1
Ir -0.03 0.77 0.51
O 1.74 -0.64 3.79
C 1.82 0.13 2.73
O 0.93 0.94 2.48
C 3.16 0.03 2.03
O 3.14 0.34 0.68
C 3.01 -0.76 -0.20
C 1.75 -1.62 -0.03
O 1.74 -2.72 -0.53
O 0.80 -1.10 0.70
H 0.88 -0.50 4.22
H 3.60 -0.95 2.25
H 3.77 0.79 2.53
H 3.87 -1.43 -0.10
H 3.02 -0.34 -1.21
C -2.57 -6.23 -1.93
C -2.51 -4.75 -1.67
C -3.00 -4.20 -0.50
C -2.93 -2.83 -0.26
C -2.37 -2.01 -1.22
C -1.87 -2.54 -2.40
C -1.95 -3.90 -2.62
S -2.28 -0.27 -0.94
O -3.20 0.38 -1.83
O -2.43 -0.09 0.51
N -0.75 0.14 -1.23
C -0.30 0.93 -2.35
C 0.86 1.83 -1.94
O 1.44 2.52 -2.73
O 1.21 1.81 -0.65
H -3.00 -6.76 -1.08
H -1.57 -6.63 -2.11
H -3.18 -6.45 -2.81
H -3.44 -4.85 0.25
H -3.29 -2.41 0.67
H -1.42 -1.89 -3.14
H -1.55 -4.31 -3.54
H -1.08 1.56 -2.79
H 0.10 0.30 -3.15
S -1.32 2.69 0.84
C -0.19 3.91 1.23
N -0.41 4.80 2.20
C 0.71 5.73 2.37
C 1.74 5.17 1.36
N 0.97 4.16 0.63
H -1.18 4.70 2.84
H 1.07 5.72 3.39
H 0.41 6.75 2.11
H 2.60 4.71 1.86
H 2.10 5.94 0.69
H 1.39 3.41 0.07
*
```

natural (NBO) atomic charge list, values in e, 8 entries: number 1, Ir, carries 1.232; number 2, O, carries -0.637; number 3, C, carries 0.852; number 4, O, carries -0.669; number 5, C, carries -0.170; number 6, O, carries -0.509; number 7, C, carries -0.196; number 8, C, carries 0.765

=====

No. 5
Computed, not measured: 4 unconnected molecules or ions with the total composition C16H20N4, with wB97M-V/def2-TZVPD.

As for the SMILES: c1cc[nH]c1.c1cc[nH]c1.c1cc[nH]c1.c1cc[nH]c1. The value obtained for the energy relative to the best compared isomer or geometry (same formula, charge and spin) is 142.1 kcal/mol. The orbital gap is 9.0 eV.

```
! wB97M-V def2-TZVPD RIJCOSX def2/J DEFGRID3
* xyz 0 1
C 0.18 -2.44 -2.91
C 1.66 -2.27 -2.63
C 2.20 -2.28 -3.93
N 1.26 -2.34 -4.86
C -0.03 -2.36 -4.26
H -0.59 -2.42 -2.30
H 2.16 -2.29 -1.78
H 3.20 -1.99 -3.92
H 1.21 -2.08 -5.82
H -0.94 -2.45 -4.83
C -1.55 1.55 -1.41
C -0.33 1.43 -2.12
C 0.17 2.67 -2.42
N -0.79 3.54 -1.83
C -1.97 2.94 -1.44
H -2.07 0.73 -1.00
H 0.28 0.49 -2.47
H 1.08 2.73 -3.08
H -0.71 4.41 -2.03
H -2.71 3.64 -1.09
C -1.14 -2.47 0.81
C -0.07 -3.04 1.68
C 0.36 -2.04 2.45
N -0.34 -0.85 2.09
C -1.25 -1.20 1.07
H -1.45 -3.04 0.09
H 0.49 -3.93 1.67
H 1.06 -1.95 3.29
H -0.31 -0.09 2.69
H -1.69 -0.40 0.58
C 1.04 1.42 4.79
C 1.40 2.02 3.46
C 0.17 2.32 2.86
N -0.83 1.86 3.73
C -0.25 1.24 4.82
H 1.74 1.04 5.44
H 2.30 2.29 3.05
H -0.21 2.91 2.03
H -1.89 1.84 3.74
H -0.87 0.86 5.79
*
```

natural (NBO) atomic charge list, values in e, 8 entries: number 1, C, carries -0.267; number 2, C, carries -0.292; number 3, C, carries -0.064; number 4, N, carries -0.520; number 5, C, carries -0.098; number 6, H, carries 0.198; number 7, H, carries 0.206; number 8, H, carries 0.215

=====

No. 6
Computed, not measured: a molecular structure, C16H20N5SSe4Ti, with wB97M-V/def2-TZVPD.

The value obtained for the energy relative to the best compared isomer or geometry (same formula, charge and spin) is 4.0 kcal/mol. The orbital gap (alpha / beta) is 5.1 / 5.1 eV.

```
! wB97M-V def2-TZVPD RIJCOSX def2/J DEFGRID3
* xyz -1 1
Ti 0.08 -0.30 0.92
N -2.10 3.03 -1.08
C -1.14 2.26 -0.43
S -1.27 2.00 1.27
N -0.20 1.77 -1.18
N 0.73 1.04 -0.35
C 1.75 1.82 0.21
C 2.51 1.18 1.13
C 3.74 1.66 1.72
C 4.48 0.84 2.49
C 4.04 -0.53 2.72
C 2.87 -0.93 2.23
N 2.04 -0.11 1.48
H -3.00 2.95 -0.63
H -2.12 2.87 -2.07
H 1.88 2.86 -0.05
H 4.05 2.68 1.51
H 5.41 1.20 2.92
H 4.63 -1.21 3.33
H 2.48 -1.92 2.43
Se -0.44 -0.87 3.43
Se -2.77 -0.85 3.11
Se -3.14 -2.16 1.21
Se -2.29 -0.87 -0.56
C 0.01 -1.01 -2.82
N 1.48 -1.30 -2.98
C 1.68 -2.50 -3.83
C 2.21 -1.39 -1.63
C 1.69 -2.49 -0.76
C 2.26 -3.76 -0.93
C 1.83 -4.85 -0.18
C 0.82 -4.64 0.74
C 0.28 -3.37 0.93
C 0.69 -2.23 0.20
H -0.42 -0.95 -3.82
H -0.12 -0.07 -2.29
H -0.45 -1.81 -2.24
H 1.90 -0.50 -3.45
H 1.23 -3.35 -3.34
H 2.75 -2.67 -3.97
H 1.19 -2.32 -4.79
H 2.04 -0.42 -1.17
H 3.26 -1.52 -1.89
H 3.07 -3.89 -1.65
H 2.28 -5.82 -0.31
H 0.46 -5.46 1.35
H -0.47 -3.25 1.69
*
```

natural (NBO) atomic charge list, values in e, 8 entries: number 1, Ti, carries 1.357; number 2, N, carries -0.828; number 3, C, carries 0.294; number 4, S, carries -0.282; number 5, N, carries -0.478; number 6, N, carries -0.628; number 7, C, carries -0.125; number 8, C, carries 0.067

=====

No. 7
Computed, not measured: C16H20Si in the gas phase, with wB97M-V/def2-TZVPD.

As for the SMILES: C[Si](C)(Cc1ccccc1)Cc1ccccc1. The value obtained for the energy relative to the best compared isomer or geometry (same formula, charge and spin) is 0.0 kcal/mol. The orbital gap is 9.4 eV.

```
! wB97M-V def2-TZVPD RIJCOSX def2/J DEFGRID3
* xyz 0 1
C 0.49 0.94 2.08
Si -0.25 1.75 0.60
C -0.87 3.45 1.10
C -1.67 0.64 -0.06
C -1.68 -0.70 0.53
C -0.98 -1.75 -0.04
C -0.91 -2.99 0.57
C -1.66 -3.25 1.70
C -2.38 -2.22 2.28
C -2.37 -0.96 1.70
C 1.05 2.08 -0.75
C 1.53 0.80 -1.42
C 2.72 0.19 -1.01
C 3.10 -0.98 -1.64
C 2.36 -1.48 -2.69
C 1.21 -0.87 -3.13
C 0.79 0.29 -2.46
H 1.29 1.59 2.42
H 0.86 -0.02 1.75
H -0.23 0.79 2.87
H -1.59 3.78 0.36
H -0.04 4.13 1.04
H -1.35 3.46 2.06
H -1.61 0.61 -1.13
H -2.62 1.15 0.16
H -0.42 -1.57 -0.93
H -0.33 -3.76 0.12
H -1.70 -4.24 2.09
H -3.02 -2.50 3.11
H -2.92 -0.16 2.12
H 1.93 2.65 -0.41
H 0.55 2.70 -1.49
H 3.39 0.64 -0.28
H 4.02 -1.47 -1.33
H 2.70 -2.41 -3.11
H 0.72 -1.14 -4.02
H -0.09 0.83 -2.76
*
```

natural (NBO) atomic charge list, values in e, 8 entries: number 1, C, carries -1.133; number 2, Si, carries 1.670; number 3, C, carries -1.113; number 4, C, carries -0.875; number 5, C, carries -0.030; number 6, C, carries -0.219; number 7, C, carries -0.198; number 8, C, carries -0.228

=====

No. 8
Computed, not measured: a molecular structure, C16H21AuN5O3S3, with wB97M-V/def2-TZVPD.

The value obtained for the energy relative to the best compared isomer or geometry (same formula, charge and spin) is 3.5 kcal/mol. The orbital gap is 7.3 eV.

```
! wB97M-V def2-TZVPD RIJCOSX def2/J DEFGRID3
* xyz 1 1
Au 0.03 0.21 0.60
N 3.81 0.38 2.10
C 4.26 0.59 0.81
C 5.53 0.85 0.31
C 5.63 0.98 -1.06
C 4.52 0.86 -1.90
C 3.26 0.60 -1.40
C 3.14 0.47 -0.02
N 2.04 0.21 0.80
C 2.49 0.16 2.04
C 1.56 -0.14 3.13
C 1.74 -0.17 4.47
S 0.26 -0.55 5.24
C -0.51 -0.65 3.73
N 0.28 -0.42 2.71
H 4.36 0.41 2.94
H 6.39 0.95 0.96
H 6.60 1.19 -1.50
H 4.65 0.97 -2.96
H 2.40 0.52 -2.05
H 2.63 0.03 5.04
H -1.56 -0.86 3.62
O -0.97 2.65 1.56
S 0.11 3.23 0.76
O 1.42 3.01 1.32
O -0.15 4.49 0.13
S 0.05 1.84 -0.99
C -0.71 -1.80 -2.18
C -1.62 -2.10 -1.00
N -2.84 -1.29 -0.95
C -3.98 -1.78 -1.75
C -4.07 -1.16 -3.14
C -2.94 -0.18 -0.23
C -4.27 0.54 -0.16
N -1.97 0.34 0.49
H 0.13 -2.49 -2.18
H -0.34 -0.78 -2.16
H -1.24 -1.94 -3.12
H -1.09 -1.96 -0.05
H -1.94 -3.14 -1.01
H -4.90 -1.61 -1.19
H -3.86 -2.86 -1.81
H -3.99 -0.08 -3.10
H -5.03 -1.42 -3.59
H -3.29 -1.53 -3.80
H -4.95 -0.01 0.50
H -4.73 0.62 -1.14
H -4.13 1.54 0.24
H -2.21 1.23 0.92
*
```

natural (NBO) atomic charge list, values in e, 8 entries: number 1, Au, carries 1.175; number 2, N, carries -0.488; number 3, C, carries 0.171; number 4, C, carries -0.241; number 5, C, carries -0.177; number 6, C, carries -0.194; number 7, C, carries -0.186; number 8, C, carries 0.097